Record 1
DFT (ωB97M-V with the def2-TZVPD basis set) results for C19H11IrN4O2S3 as an isolated structure.

The spin multiplicity is 1. As for the net charge: 0. The LUMO energy comes out at -1.7 eV. The value obtained for the electronic energy is -2399.03035 hartree. The calculation puts the energy above the lowest of the compared OMol25 structures with the same formula, charge and spin at 0.360 eV. The highest occupied orbital energy comes out at -0.2882 Eh.

```
40
C19H11IrN4O2S3 | the OMol25 dataset | ωB97M-V with the def2-TZVPD basis set
Ir -0.21 1.66 -0.14
O -2.48 0.58 -0.19
S -1.90 -0.64 -0.74
O -2.34 -1.12 -2.00
N -0.32 -0.22 -0.71
C 0.75 -0.73 -1.45
C 0.87 -1.91 -2.13
C 2.10 -2.24 -2.74
C 3.18 -1.40 -2.68
C 3.07 -0.15 -2.01
C 4.10 0.80 -1.91
C 3.87 1.98 -1.26
C 2.61 2.25 -0.72
N 1.62 1.37 -0.80
C 1.84 0.17 -1.42
C -2.08 -1.90 0.47
C -2.26 -3.21 0.05
C -2.35 -4.20 1.02
C -2.25 -3.88 2.36
C -2.06 -2.56 2.76
C -1.97 -1.55 1.81
H 0.02 -2.59 -2.20
H 2.18 -3.18 -3.27
H 4.12 -1.66 -3.14
H 5.07 0.59 -2.35
H 4.65 2.73 -1.17
H 2.38 3.18 -0.22
H -2.35 -3.44 -1.00
H -2.50 -5.23 0.72
H -2.32 -4.65 3.11
H -1.99 -2.31 3.81
H -1.83 -0.52 2.10
S 0.01 2.18 2.02
C -1.01 3.60 2.26
C -1.35 3.93 3.61
N -1.61 4.16 4.71
C -1.39 4.32 1.20
S -0.84 3.84 -0.40
C -2.19 5.50 1.30
N -2.84 6.44 1.36
```



Record 2
DFT (ωB97M-V with the def2-TZVPD basis set) results for C19H12Br3F4PTb as an isolated structure.

The spin multiplicity is 7. As for the net charge: +3. The LUMO energy (alpha / beta) comes out at -11.9 / -11.5 eV. The expectation value of S² is 12.704. The value obtained for the electronic energy is -10017.44531 hartree. The highest occupied orbital energy (alpha / beta) comes out at -0.6491 / -0.6488 Eh.

```
40
C19H12Br3F4PTb | the OMol25 dataset | ωB97M-V with the def2-TZVPD basis set
Tb -0.06 -1.33 2.65
Br -1.56 -2.30 4.99
C -1.96 -4.00 4.13
Br -1.42 -3.93 2.25
H -3.03 -4.16 4.17
H -1.38 -4.77 4.62
F 1.44 5.63 1.19
C 1.08 4.40 0.99
C 1.11 3.85 -0.29
F 1.50 4.57 -1.30
C 0.72 2.53 -0.48
F 0.78 2.05 -1.71
C 0.30 1.72 0.57
P -0.10 -0.02 0.18
C 1.39 -0.77 -0.49
C 2.32 -1.28 0.43
C 3.55 -1.77 0.02
C 3.85 -1.77 -1.34
C 2.92 -1.30 -2.26
C 1.69 -0.80 -1.85
C -1.45 -0.03 -0.97
C -2.37 1.03 -0.97
C -3.44 1.00 -1.84
C -3.60 -0.09 -2.71
C -2.70 -1.15 -2.69
C -1.63 -1.14 -1.82
C 0.29 2.30 1.83
Br -0.30 1.40 3.43
C 0.67 3.61 2.06
F 0.63 4.13 3.27
H 2.14 -1.25 1.50
H 4.27 -2.15 0.74
H 4.80 -2.15 -1.67
H 3.16 -1.30 -3.32
H 1.00 -0.40 -2.57
H -2.24 1.88 -0.30
H -4.15 1.82 -1.86
H -4.43 -0.10 -3.40
H -2.84 -1.99 -3.37
H -0.93 -1.97 -1.81
```